[1]
{
  "formula": "C16H34BaO3P2S",
  "method": "ωB97M-V/def2-TZVPD",
  "de_lowest_kj_mol": 0.0,
  "lumo_energy_ev": -0.064,
  "gap_ev": 5.225,
  "homo_ha": -0.1944,
  "elements": ["P", "P", "C", "C", "H", "H", "H", "H", "C", "H", "H", "H", "C", "H", "H", "H", "C", "H", "H", "H", "C", "H", "H", "H", "Ba", "C", "C", "C", "C", "C", "C", "C", "C", "C", "H", "H", "H", "H", "H", "H", "H", "H", "H", "H", "H", "H", "H", "H", "H", "C", "S", "O", "O", "O", "H", "H", "H"],
  "xyz": [[0.324, -1.706, -3.438], [0.140, 1.512, -3.325], [-0.076, -0.770, -5.017], [0.416, 0.683, -4.988], [-1.171, -0.800, -5.133], [0.368, -1.313, -5.865], [1.498, 0.722, -5.186], [-0.092, 1.279, -5.762], [-1.461, 2.363, -3.678], [-1.678, 3.057, -2.854], [-2.277, 1.630, -3.726], [-1.423, 2.926, -4.621], [1.290, 2.933, -3.535], [1.116, 3.468, -4.479], [2.327, 2.574, -3.511], [1.152, 3.631, -2.698], [-0.835, -3.118, -3.656], [-0.633, -3.869, -2.880], [-0.732, -3.588, -4.644], [-1.868, -2.768, -3.530], [1.896, -2.522, -3.966], [2.705, -1.781, -4.026], [1.789, -3.021, -4.939], [2.176, -3.267, -3.208], [0.113, -0.031, 3.590], [0.780, 1.403, 1.519], [-0.571, 1.325, 1.456], [-1.361, 0.463, 0.527], [-1.738, -1.017, 0.914], [-0.671, -1.854, 1.566], [0.651, -1.773, 1.369], [1.342, -0.896, 0.363], [1.772, 0.562, 0.775], [0.223, -2.015, 4.855], [1.242, 2.046, 2.316], [-1.179, 1.902, 2.206], [-0.807, 0.463, -0.416], [-2.302, 1.007, 0.341], [-2.658, -0.990, 1.531], [-2.018, -1.563, -0.008], [-1.060, -2.576, 2.305], [1.324, -2.420, 1.964], [0.702, -0.842, -0.527], [2.259, -1.424, 0.039], [2.743, 0.500, 1.303], [1.956, 1.161, -0.133], [0.966, -1.518, 5.504], [0.511, -2.836, 4.213], [-0.824, -1.890, 5.165], [-1.026, 2.538, 7.584], [-0.545, 1.128, 6.403], [0.119, 0.156, 7.256], [-1.822, 0.636, 5.839], [0.320, 1.600, 5.320], [-0.577, 2.389, 8.585], [-2.123, 2.594, 7.730], [-0.691, 3.515, 7.210]],
  "mulliken_charge": [0.732, 0.761, -1.064, -1.078, 0.419, 0.458, 0.421, 0.463, -1.368, 0.364, 0.335, 0.402, -1.389, 0.384, 0.358, 0.383, -1.353, 0.386, 0.386, 0.347, -1.362, 0.341, 0.388, 0.369, 1.798, -1.331, -0.722, 0.377, -0.518, -0.880, -0.404, 0.678, -0.440, -2.066, 0.712, 0.669, -0.530, 0.517, 0.403, 0.290, 0.275, 0.339, -0.763, 0.562, 0.371, 0.213, 0.397, 0.549, 0.428, -1.032, 1.288, -0.608, -0.692, -0.870, 0.313, 0.298, 0.291]
}

---

[2]
{
  "formula": "C8H17NO",
  "method": "ωB97M-V/def2-TZVPD",
  "de_lowest_kj_mol": 320.8,
  "lumo_energy_ev": 0.938,
  "gap_ev": 10.369,
  "homo_ha": -0.3466,
  "smiles": "NC[C@@H](O)C1CCCCC1",
  "elements": ["N", "C", "C", "O", "C", "C", "C", "C", "C", "C", "H", "H", "H", "H", "H", "H", "H", "H", "H", "H", "H", "H", "H", "H", "H", "H", "H"],
  "xyz": [[1.933, -1.766, 0.003], [1.110, -1.277, -1.074], [0.732, 0.123, -1.449], [-0.011, 0.284, -2.680], [-0.005, 1.045, -0.435], [-1.479, 0.820, -0.275], [-1.948, -0.205, 0.928], [-1.261, -0.126, 2.213], [0.317, 0.078, 1.911], [0.487, 1.297, 0.988], [1.470, -2.103, 0.796], [2.509, -0.984, 0.242], [0.123, -1.987, -1.052], [1.573, -1.606, -2.096], [1.685, 0.622, -1.603], [-0.018, -0.555, -3.001], [0.134, 2.031, -0.965], [-1.849, 1.903, -0.120], [-1.949, 0.391, -1.156], [-3.036, -0.092, 0.934], [-1.707, -1.221, 0.589], [-1.386, -1.053, 2.711], [-1.669, 0.778, 2.768], [0.640, 0.332, 2.945], [0.775, -0.805, 1.462], [-0.005, 2.233, 1.295], [1.547, 1.690, 0.831]],
  "mulliken_charge": [-0.643, -0.759, 0.030, -0.496, 0.395, -0.951, -0.548, -0.737, 0.060, -1.122, 0.384, 0.298, 0.255, 0.263, 0.315, 0.358, 0.242, 0.339, 0.304, 0.382, 0.204, 0.407, 0.297, 0.349, -0.414, 0.497, 0.289]
}

---

[3]
{
  "formula": "C3H12AlN6O3",
  "method": "ωB97M-V/def2-TZVPD",
  "de_lowest_kj_mol": 527.6,
  "charge": 3,
  "lumo_energy_ev": -16.923,
  "gap_ev": 2.842,
  "homo_ha": -0.7263,
  "elements": ["Al", "C", "O", "N", "N", "H", "H", "H", "H", "C", "O", "N", "N", "H", "H", "H", "H", "C", "O", "N", "N", "H", "H", "H", "H"],
  "xyz": [[1.197, 0.645, -0.002], [2.921, 1.420, -3.533], [2.273, 0.941, -2.546], [2.577, 1.169, -4.789], [4.062, 2.114, -3.283], [1.883, 0.458, -4.963], [3.181, 1.437, -5.552], [4.559, 2.531, -4.058], [4.306, 2.273, -2.319], [-2.429, 0.920, 1.197], [-1.352, 1.014, 0.571], [-3.608, 0.764, 0.574], [-2.453, 0.986, 2.559], [-4.508, 0.851, 1.028], [-3.532, 0.534, -0.410], [-3.314, 0.997, 3.088], [-1.566, 1.105, 3.026], [-0.343, -2.054, 2.300], [0.186, -0.917, 2.181], [-1.410, -2.238, 3.101], [0.184, -3.169, 1.740], [-1.841, -1.417, 3.495], [-1.796, -3.147, 3.317], [-0.171, -4.030, 2.136], [0.994, -3.186, 1.143]],
  "mulliken_charge": [1.366, 0.732, -0.508, -0.349, -0.302, 0.254, 0.234, 0.235, 0.224, 0.731, -0.511, -0.322, -0.391, 0.248, 0.269, 0.233, 0.253, 0.719, -0.447, -0.260, -0.317, 0.226, 0.235, 0.218, 0.230]
}